Record 1
Density functional theory data (ωB97M-V/def2-TZVPD) for C10H21P in the gas phase.

Each line ends with the Mulliken charge.
Geometry (Å):
P -1.19 -1.40 -3.67  -0.156
C 0.88 -0.37 2.44  -0.597
C 1.03 -0.92 -2.20  -1.176
C -0.32 -0.24 -2.52  -0.175
C 0.63 0.80 3.44  -1.209
C -1.01 -0.25 -0.94  -0.504
C -1.98 0.96 -0.76  -1.449
C 0.87 1.32 -0.15  -1.754
C -0.28 -0.56 1.36  -0.914
C 0.24 -0.10 -0.02  1.073
C 1.25 -1.18 -0.68  -0.791
H -0.26 1.33 3.10  0.303
H -2.59 1.13 0.16  0.313
H -1.44 -1.27 -0.88  0.500
H 1.47 1.45 3.65  0.332
H -1.36 1.81 -0.87  0.462
H -2.59 0.91 -1.70  0.317
H -1.16 -0.05 1.70  0.493
H 0.90 -2.23 -0.56  0.406
H -2.56 -0.97 -3.20  0.037
H 0.29 2.06 0.52  0.343
H 1.88 1.22 0.35  0.467
H 1.21 -1.88 -2.68  0.626
H 2.30 -1.18 -0.43  0.336
H -1.17 -2.59 -2.65  0.043
H -0.39 -1.62 1.15  0.392
H 1.81 -0.36 -2.61  0.286
H 1.21 -1.25 2.91  0.611
H 0.96 1.63 -1.23  0.329
H 0.17 0.36 4.39  0.296
H -0.21 0.74 -2.95  0.531
H 1.67 -0.09 1.85  0.231

Properties
SMILES string: CCC[C@@]1(C)CC[C@@H](P)[C@@H]1C
Orbital gap (eV): 9.969
HOMO energy (eV): -9.09
Energy relative to the best compared isomer or geometry (same formula, charge and spin) (kJ/mol): 0.0


Record 2
Density functional theory data (ωB97M-V/def2-TZVPD) for a molecular structure, C17H23ClINNdOPS.

Each line ends with the Mulliken charge.
Geometry (Å):
Nd 1.70 -0.82 0.41  1.131
I -2.63 -0.22 2.82  -0.031
Cl 3.22 -2.04 -1.23  -0.389
S -0.35 1.43 -0.10  0.723
P -0.09 -3.25 0.50  0.556
O -5.42 -0.87 1.84  -0.402
N 0.10 0.06 -0.88  -0.368
C -3.59 -0.40 0.24  -0.739
C -0.17 2.76 -1.25  0.972
C -0.74 3.69 -3.40  -0.738
C -1.54 -3.76 1.50  -1.048
C -4.30 -0.60 1.52  0.455
C 1.09 -4.63 0.82  -1.131
C 0.48 3.95 -0.89  -0.282
C 2.45 1.65 0.13  -0.148
C -0.07 4.87 -3.06  -0.475
C 0.54 5.00 -1.81  -0.803
C -0.79 2.63 -2.50  -0.551
C 3.54 0.93 2.18  -0.474
C 1.15 1.32 2.20  -0.504
C -0.65 -3.71 -1.19  -1.129
C 1.21 1.67 0.83  0.172
C 3.61 1.23 0.81  -0.782
C 2.34 1.01 2.88  -0.672
H -0.82 -4.79 -1.27  0.428
H 2.50 1.93 -0.92  0.473
H -1.58 -3.17 -1.43  0.307
H -1.36 -3.48 2.54  0.340
H -0.04 5.71 -3.76  0.410
H -0.48 -0.17 -1.69  0.198
H 2.02 -4.44 0.27  0.369
H -1.30 1.69 -2.75  0.210
H -1.23 3.60 -4.37  0.410
H -3.20 0.62 0.14  0.313
H -1.71 -4.85 1.44  0.373
H 1.06 5.92 -1.53  0.413
H 2.32 0.87 3.97  0.512
H 0.12 -3.40 -1.92  0.345
H -2.78 -1.14 0.10  0.105
H 0.66 -5.59 0.50  0.389
H 0.18 1.36 2.71  0.488
H 1.32 -4.67 1.90  0.370
H 4.46 0.68 2.72  0.511
H 4.56 1.20 0.28  0.515
H -2.44 -3.23 1.16  0.250
H -4.31 -0.57 -0.57  0.401
H 0.94 4.04 0.09  0.526

Properties
Spin multiplicity: 4
Orbital gap (spin up / spin down) (eV): 6.944 / 6.911
HOMO energy (spin up / spin down) (eV): -14.87 / -14.87
Energy relative to the best compared isomer or geometry (same formula, charge and spin) (kJ/mol): 0.0
Net charge: +2


Record 3
Density functional theory data (ωB97M-V/def2-TZVPD) for a molecular structure, C26H52AlCl2N3O5Si2.

Each line ends with the Mulliken charge.
Geometry (Å):
Cl -3.52 -5.17 0.53  -0.421
Cl 0.69 -0.49 0.45  0.184
Si -1.82 -4.57 -0.54  0.448
Si 1.83 -0.16 3.31  0.481
Al -0.65 0.48 1.68  -0.220
O 1.08 -1.05 -2.75  -0.252
O 0.65 0.83 2.82  -0.048
O -2.14 -0.25 2.40  -0.666
O -1.78 0.19 -0.79  -0.147
O -1.01 2.18 1.06  -0.392
N -1.80 0.93 -2.97  0.394
N -3.56 -0.97 4.02  0.169
N -0.12 4.23 1.47  0.469
C 1.66 -2.04 3.20  -0.913
C -0.46 -4.87 0.79  -0.913
C 2.18 1.10 -1.79  0.477
C 2.14 -0.38 -2.03  -2.044
C -2.03 2.09 -3.83  -0.915
C 1.36 0.52 5.01  -1.010
C 1.17 1.92 -2.28  0.548
C 2.71 -0.01 -4.41  -0.637
C -2.43 -1.06 3.36  0.716
C 3.19 1.73 -1.00  -0.722
C -4.65 -0.07 3.65  -0.861
C 1.03 4.99 1.96  -0.808
C 1.14 3.32 -2.00  -0.456
C 3.56 0.22 2.69  -1.013
C -1.59 -5.60 -2.03  -1.037
C 2.41 -0.98 -3.44  1.481
C -3.83 -1.82 5.19  -0.912
C 0.02 2.95 1.15  -0.083
C -1.70 -0.36 -3.63  -0.538
C -1.42 4.86 1.25  -0.853
C -2.15 -2.76 -0.90  0.210
C 3.19 3.12 -0.78  -1.010
C 2.87 -2.41 -3.58  -1.761
C 3.05 -0.37 -5.80  -1.542
C -2.01 1.07 -1.61  0.016
C 2.17 3.91 -1.27  -0.517
H 2.38 -1.16 -6.16  0.316
H 1.69 4.36 2.56  0.248
H -2.22 -6.49 -1.95  0.343
H 2.71 1.01 -4.15  0.433
H -4.34 0.60 2.84  0.204
H 2.09 0.36 5.79  0.420
H 0.44 -4.41 0.40  0.249
H 4.00 3.59 -0.23  0.367
H 1.14 1.59 4.89  0.153
H -1.91 -5.00 -2.90  0.314
H -5.52 -0.66 3.35  0.346
H -1.30 5.89 1.62  0.368
H -3.01 -2.54 5.31  0.293
H -3.92 -1.22 6.10  0.338
H -2.20 4.34 1.82  0.241
H 1.04 2.56 1.02  0.480
H 2.52 -0.96 -1.22  1.035
H 3.82 -0.36 1.80  0.188
H 3.98 1.15 -0.53  0.502
H -1.08 2.48 -4.22  0.254
H -0.28 -5.93 0.94  0.405
H -2.67 1.75 -4.66  0.364
H -0.75 -4.41 1.73  0.189
H -2.04 -2.11 -0.02  -0.322
H -2.68 -0.68 -3.99  0.298
H 2.15 5.00 -1.11  0.584
H -3.16 -2.61 -1.30  0.409
H 0.32 3.92 -2.39  0.395
H -4.94 0.51 4.53  0.354
H 0.37 1.47 -2.87  0.245
H 0.68 -2.41 3.54  0.151
H 0.63 5.79 2.58  0.391
H 3.95 -2.49 -3.70  0.277
H -1.04 -0.22 -4.49  0.514
H -1.29 -1.09 -2.97  -0.378
H 1.84 -2.47 2.21  0.151
H -0.54 -5.88 -2.07  0.316
H 1.60 5.42 1.13  0.274
H 2.89 0.51 -6.44  0.359
H 0.40 0.06 5.29  0.164
H -2.52 2.89 -3.27  0.310
H -1.74 -1.85 3.67  0.023
H -4.78 -2.35 5.06  0.329
H -1.42 -2.46 -1.65  -0.261
H 4.09 -0.71 -5.99  0.234
H 2.33 -2.81 -4.47  0.318
H 3.68 1.28 2.47  0.304
H 2.41 -2.49 3.88  0.475
H -2.41 2.08 -1.31  0.048
H 4.32 -0.03 3.45  0.475
H -1.68 4.88 0.19  0.257
H 2.55 -2.96 -2.68  0.352

Properties
Orbital gap (spin up / spin down) (eV): 2.643 / 2.644
HOMO energy (spin up / spin down) (eV): -3.17 / -3.18
Energy relative to the best compared isomer or geometry (same formula, charge and spin) (kJ/mol): 332.8


Record 4
Density functional theory data (ωB97M-V/def2-TZVPD) for 2 unconnected molecules or ions with the total composition C22H19.

Each line ends with the Mulliken charge.
Geometry (Å):
C 1.56 2.67 3.85  -0.950
C 0.45 2.38 -3.01  1.123
C 0.67 1.25 -0.43  1.015
C -1.30 -3.90 0.51  -0.413
C 0.33 2.95 -4.38  -1.413
C -2.00 -2.83 -0.04  0.320
C 0.23 1.02 -2.81  -0.742
C 0.74 0.59 0.83  -0.488
C -0.63 -4.79 -0.31  -0.513
C -2.00 -2.67 -1.42  -0.470
C 1.01 1.03 2.15  1.061
C -0.64 -4.62 -1.68  -0.416
C -1.33 -3.56 -2.23  -0.514
C 1.37 0.37 4.46  -0.733
C -2.70 -1.92 0.79  -0.644
C 0.33 0.47 -1.56  -0.525
C 0.91 2.62 -0.66  -0.312
C 1.07 0.05 3.16  -0.480
C 1.63 1.68 4.81  -0.314
C 1.24 2.36 2.55  -0.073
C -3.30 -1.15 1.51  -0.011
C 0.79 3.16 -1.92  -1.095
H 1.23 3.26 0.13  0.278
H 1.07 2.52 -5.05  0.344
H -1.34 -3.43 -3.30  0.424
H -3.84 -0.47 2.14  0.433
H 0.87 -0.98 2.91  0.414
H -0.12 -5.31 -2.31  0.411
H -2.55 -1.85 -1.85  0.507
H 1.75 3.70 4.12  0.424
H -0.10 -5.62 0.13  0.415
H 1.40 -0.40 5.22  0.413
H 0.57 -0.48 0.76  0.334
H -0.65 2.77 -4.81  0.356
H 1.89 1.93 5.83  0.415
H 1.12 3.17 1.86  0.348
H -1.30 -4.03 1.57  0.483
H 0.14 -0.59 -1.42  0.382
H 0.96 4.21 -2.07  0.358
H 0.49 4.03 -4.37  0.372
H -0.01 0.40 -3.66  0.478

Properties
Orbital gap (eV): 5.600
HOMO energy (eV): -11.29
Net charge: +1


Record 5
Density functional theory data (ωB97M-V/def2-TZVPD) for 3 unconnected molecules or ions with the total composition C21H18B3F5N4O8S.

Each line ends with the Mulliken charge.
Geometry (Å):
S -8.07 1.87 -1.06  -0.102
F -0.51 -0.74 1.07  -0.202
F -3.56 1.01 1.13  -0.210
F 0.19 1.61 1.22  -0.193
F -1.41 0.70 2.75  -0.279
F -2.06 2.61 0.19  -0.290
O -2.80 1.34 -2.19  -0.312
O -9.12 0.76 1.60  -0.234
O -2.16 -0.97 -1.41  -0.247
O 7.20 2.42 -2.34  -0.589
O 6.48 3.99 -0.99  -0.585
O -4.12 -0.69 -3.08  -0.365
O 3.80 -2.14 1.35  -0.570
O 4.49 -3.15 3.18  -0.585
N 4.68 -2.45 2.17  0.952
N -9.23 -0.71 -0.48  -0.164
N -9.74 -1.46 0.59  -0.259
N 6.37 2.89 -1.55  0.976
C -2.25 1.13 0.42  0.872
C 5.18 2.09 -1.26  -0.219
C -8.86 0.63 0.16  0.363
C 7.07 -2.29 2.83  -0.378
C 6.04 -1.94 1.94  -0.282
C 3.05 1.84 -0.15  -0.402
C 2.89 0.59 -0.74  -0.213
C 8.62 -1.02 1.48  -0.495
C -4.89 -2.08 0.22  -0.013
C 8.36 -1.83 2.59  -0.444
C 3.88 0.08 -1.59  -0.637
C 4.19 2.60 -0.40  -0.483
C -5.49 -1.51 1.36  -0.536
C -9.70 -0.60 1.87  -0.039
C -5.55 1.54 -2.58  -0.531
C 7.60 -0.67 0.60  -0.299
C -0.96 0.65 1.31  0.603
C 5.02 0.83 -1.86  0.028
C -4.18 -2.69 -1.14  -0.195
C -6.26 1.25 -1.13  -0.243
C 6.30 -1.13 0.83  0.161
B -4.10 0.74 -2.62  0.319
B -3.49 -1.41 -1.94  0.176
B -2.37 0.44 -1.07  0.004
H -5.87 -0.75 2.20  0.315
H 9.17 -2.10 3.27  0.368
H -5.63 1.81 -0.31  0.281
H 4.30 3.57 0.07  0.452
H -4.91 -3.33 -1.80  0.316
H -5.38 2.68 -2.77  0.286
H 6.88 -2.92 3.70  0.428
H 1.99 0.00 -0.55  0.454
H -3.27 -3.37 -0.79  0.245
H 7.81 -0.04 -0.26  0.410
H 3.75 -0.90 -2.05  0.331
H 5.51 -0.85 0.14  0.344
H -6.28 0.08 -0.92  0.051
H 5.78 0.42 -2.52  0.422
H 9.64 -0.67 1.29  0.376
H -10.05 -0.99 2.93  0.325
H 2.27 2.23 0.51  0.474
H -6.23 1.02 -3.41  0.260

Properties
SMILES string: C#CCB1OB(CCSc2nnco2)OB(C(F)(F)C(F)(F)F)O1.O=[N+]([O-])c1ccccc1.O=[N+]([O-])c1ccccc1
Orbital gap (eV): 8.193
HOMO energy (eV): -9.39


Record 6
Density functional theory data (ωB97M-V/def2-TZVPD) for a molecular structure, C22H23CeClN2OPS.

Each line ends with the Mulliken charge.
Geometry (Å):
Ce -1.32 -0.81 1.96  1.225
Cl -2.60 0.80 3.57  -0.359
S -0.95 -3.34 2.93  -0.347
P -0.17 1.03 -0.13  0.539
O -2.64 -1.73 -1.21  -0.109
N 1.31 -5.07 2.69  -0.080
N -0.34 -5.45 1.30  -0.079
C -2.57 2.48 -0.03  -0.433
C 2.04 -0.28 -3.32  -0.670
C -2.20 -1.40 -0.17  0.419
C -3.48 1.62 -2.51  -0.685
C 0.94 1.02 -1.58  0.401
C 0.06 -4.64 2.30  0.278
C 1.09 2.24 2.08  -0.590
C -2.23 1.20 -2.06  -0.362
C 0.58 -6.54 1.04  -0.459
C -4.28 2.48 -1.75  -0.497
C 1.21 -0.22 -2.20  -0.156
C 1.74 -6.29 1.97  -0.377
C -1.75 1.68 -0.83  0.517
C 2.61 0.89 -3.84  -0.511
C 1.32 4.64 2.42  -0.581
C 1.51 3.32 2.86  -0.792
C 2.35 2.11 -3.23  -0.698
C 1.52 2.19 -2.10  -0.425
C 0.72 4.87 1.18  -0.892
C 0.26 3.79 0.40  -0.277
C -3.82 2.90 -0.50  -0.734
C 0.44 2.47 0.84  1.090
H -3.81 1.32 -3.51  0.438
H 2.02 3.17 3.81  0.409
H 2.25 -1.22 -3.84  0.391
H 1.76 -4.65 3.49  0.226
H 1.87 -7.18 2.59  0.281
H 3.24 0.85 -4.73  0.391
H 1.29 1.21 2.40  0.302
H 1.82 -2.30 0.73  -0.323
H 2.70 -6.19 1.44  0.282
H -2.23 2.81 0.95  0.390
H -4.40 3.61 0.10  0.434
H -0.22 4.00 -0.56  0.459
H 0.91 -6.52 0.00  0.282
H -1.25 -5.41 0.89  0.213
H -1.60 0.54 -2.66  0.541
H -5.22 2.87 -2.14  0.423
H 2.77 3.02 -3.66  0.429
H 0.64 5.89 0.82  0.419
H 0.05 -7.49 1.23  0.306
H 1.31 3.16 -1.64  0.320
H 1.68 5.48 3.01  0.415
H 2.31 -1.79 1.01  0.330
H 0.75 -1.12 -1.78  0.285

Properties
Spin multiplicity: 2
Orbital gap (spin up / spin down) (eV): 6.307 / 6.331
HOMO energy (spin up / spin down) (eV): -14.33 / -14.33
Net charge: +2


Record 7
Density functional theory data (ωB97M-V/def2-TZVPD) for a molecular structure, C3H2ClNO2.

Each line ends with the Mulliken charge.
Geometry (Å):
Cl 0.13 -2.31 0.32  -0.069
O -3.33 -1.69 -0.72  -0.466
O -2.78 1.71 0.49  -0.424
N -1.64 -0.38 0.41  -0.014
C -2.70 0.56 0.32  0.372
C -0.43 -0.82 0.86  0.167
C -2.88 -0.70 -0.20  0.404
H 0.53 0.11 0.99  -0.291
H 1.22 1.02 0.76  0.323

Properties
Orbital gap (spin up / spin down) (eV): 6.499 / 7.811
HOMO energy (spin up / spin down) (eV): -8.78 / -9.92
Energy relative to the best compared isomer or geometry (same formula, charge and spin) (kJ/mol): 663.4


Record 8
Density functional theory data (ωB97M-V/def2-TZVPD) for a gas-phase ion, C7H9O2SSi (charge -1).

Each line ends with the Mulliken charge.
Geometry (Å):
S -0.31 2.79 0.78  -0.055
Si -2.36 -1.37 -3.15  0.226
O -1.89 -0.59 -1.78  -0.031
O -0.67 -2.33 -0.88  -0.722
C 0.51 0.21 0.79  0.497
C -1.27 2.05 -0.37  -0.406
C -0.85 -1.11 -0.93  0.660
C 1.83 1.87 2.17  -1.118
C 1.36 -0.95 1.31  -1.540
C 0.76 1.45 1.22  0.545
C -0.48 -0.05 -0.12  -0.472
H 1.33 -1.04 2.43  0.277
H 2.34 -0.74 1.26  0.411
H 2.84 1.33 2.03  0.269
H -1.17 -1.27 -3.99  -0.167
H -3.27 -0.29 -3.87  -0.133
H 0.93 -1.83 0.87  0.342
H 1.45 1.65 3.28  0.193
H -3.08 -2.82 -3.13  -0.101
H 2.00 3.04 2.06  0.324

Properties
Orbital gap (eV): 6.394
HOMO energy (eV): -3.11
Net charge: -1


Record 9
Density functional theory data (ωB97M-V/def2-TZVPD) for a molecular structure, C31H41CsN6O5S2.

Each line ends with the Mulliken charge.
Geometry (Å):
Cs -1.58 -0.18 -0.33  2.022
S -0.85 2.92 0.40  0.280
S 0.88 -2.01 0.10  1.709
O 2.03 -1.50 -0.62  -0.911
O -0.38 -0.78 -4.14  -0.527
O -2.08 2.18 -0.04  -0.618
O -1.84 0.24 -2.85  -0.784
O -0.30 -2.21 -0.73  -0.944
N 0.42 -1.18 1.32  0.313
N 1.83 -0.67 -5.58  -0.459
N 2.80 -2.30 -4.27  -0.576
N -0.80 -0.03 3.45  -0.165
N 4.19 -0.93 -5.51  -0.479
N 0.80 1.21 -1.83  -0.176
C 0.20 1.43 -3.15  1.020
C 2.89 -1.25 -5.16  0.694
C -2.39 3.73 2.58  -1.265
C -1.02 3.21 2.16  0.704
C 1.88 0.55 -6.36  -0.748
C 2.54 -4.21 0.25  -0.100
C 2.02 -6.16 1.56  -0.418
C 2.54 -0.66 4.95  -0.948
C 0.51 -0.41 3.60  0.448
C -5.15 0.73 0.58  -0.202
C 1.28 1.71 -4.21  -0.873
C -1.08 4.59 -0.22  -0.695
C 0.84 -5.56 1.99  -0.670
C -4.54 -1.66 1.85  -0.322
C -5.00 0.70 1.96  -0.350
C 0.04 5.55 0.15  -1.142
C 0.49 0.36 5.88  -0.821
C 2.86 -5.48 0.69  -0.660
C 1.18 -1.02 2.47  -0.812
C 3.15 -1.25 3.89  -0.956
C -0.76 0.25 -3.41  -0.126
C -5.00 -0.43 -0.16  -0.467
C 0.95 1.58 -5.70  -1.065
C 0.50 -4.29 1.54  -0.513
C 1.20 -0.23 4.81  1.269
C -1.41 0.51 4.47  -0.134
C -4.70 -1.63 0.47  -0.427
C 1.35 -3.63 0.67  -0.279
C 2.48 -1.43 2.65  -0.492
C -4.69 -0.50 2.60  -0.327
C -0.81 0.74 5.72  -0.935
H -5.11 -0.40 -1.24  0.317
H 3.56 -2.40 -3.63  0.237
H 1.54 0.36 -7.39  0.255
H -4.30 -2.60 2.35  0.373
H -1.37 1.19 6.53  0.428
H 1.54 1.88 -1.66  0.283
H 0.18 -6.09 2.67  0.396
H 1.01 5.19 -0.19  0.280
H 4.87 -1.66 -5.39  0.248
H 3.05 -0.52 5.89  0.369
H -0.13 6.52 -0.31  0.401
H 0.10 5.71 1.23  0.289
H 3.79 -5.95 0.37  0.380
H -0.48 2.28 -3.08  0.051
H -3.18 3.19 2.06  0.181
H -0.09 1.25 -5.84  0.326
H 2.28 -7.15 1.91  0.383
H 4.18 -1.58 3.97  0.384
H -5.12 1.60 2.54  0.403
H 1.23 0.28 -1.75  -0.228
H -0.41 -3.81 1.87  0.397
H -1.14 4.44 -1.30  0.429
H -2.45 0.79 4.32  0.509
H -2.06 4.91 0.12  0.364
H -5.37 1.67 0.08  0.296
H 1.66 2.71 -3.99  0.543
H -4.57 -0.53 3.67  0.423
H 3.19 -3.65 -0.41  0.434
H -2.52 3.58 3.65  0.439
H 0.43 -0.65 -4.73  0.420
H -2.51 4.80 2.38  0.332
H -0.82 2.23 2.59  -0.822
H -0.20 3.87 2.46  0.452
H 2.88 0.99 -6.43  0.469
H -4.58 -2.53 -0.11  0.365
H 4.30 -0.39 -6.35  0.214
H 2.11 1.03 -3.98  0.322
H 3.04 -1.86 1.83  0.466
H 1.01 0.52 6.83  0.397
H 1.90 -2.39 -3.83  0.270
H 1.04 2.53 -6.22  0.455

Properties
Orbital gap (eV): 7.258
HOMO energy (eV): -7.05
Energy relative to the best compared isomer or geometry (same formula, charge and spin) (kJ/mol): 148.9


Record 10
Density functional theory data (ωB97M-V/def2-TZVPD) for C4H9N3S in the gas phase.

Each line ends with the Mulliken charge.
Geometry (Å):
S -3.13 -0.96 0.24  -0.224
N 0.88 -0.58 -0.52  -0.459
N 1.26 -1.52 0.24  -0.200
N -0.42 -0.24 -0.63  0.212
C 2.66 -1.79 0.12  -0.548
C -0.45 2.24 0.23  -1.147
C -1.45 -0.26 0.43  -0.315
C -1.07 1.06 -0.44  0.241
H -1.69 1.40 -1.38  0.268
H -1.21 2.97 0.23  0.328
H -3.18 -0.77 -1.06  0.111
H 3.40 -1.08 -0.32  0.304
H -1.31 -0.41 1.45  0.334
H 2.53 -2.59 -0.65  0.237
H 3.10 -2.02 1.13  0.234
H -0.21 1.85 1.26  0.314
H 0.32 2.71 -0.33  0.310

Properties
SMILES string: C/N=N/N1[C@H](C)[C@H]1S
Orbital gap (eV): 9.617
HOMO energy (eV): -8.62
Energy relative to the best compared isomer or geometry (same formula, charge and spin) (kJ/mol): 453.1